(1)
Here is C12H39BF4N13O8Rb as an isolated structure at a distorted geometry from the OMol25 dataset. Energies are from ωB97M-V/def2-TZVPD.

Values from the calculation:
E_HOMO: -8.248 eV
E_LUMO: -0.361 eV
Kohn-Sham gap: 7.887 eV
Energy relative to the best compared isomer or geometry (same formula, charge and spin): 0.0 kcal/mol
Strongest force on any atom: 0.04897 Eh/bohr

Each line ends with the Löwdin charge.
Positions of all 78 atoms, in Å:
H (23.0934, -6.0378, 1.2439)  0.10
H (20.2951, -9.7903, 7.7678)  0.09
H (18.6531, -10.4090, 7.5060)  0.11
H (22.0480, -7.6299, 8.4511)  0.10
C (19.4851, -9.6019, 5.8941)  -0.67
H (15.9847, -3.5025, 1.5349)  0.10
H (26.9425, -9.1576, 4.8804)  0.11
H (24.1932, -7.8247, 6.1694)  0.09
H (20.8841, -3.8351, 7.6823)  0.11
N (22.6477, -10.9301, 2.4347)  0.17
H (23.3133, -7.8052, 4.6631)  0.08
B (21.0790, -5.6976, 3.9144)  -1.24
N (20.8811, -4.8341, 7.6078)  0.16
C (24.1141, -3.5570, 6.2261)  -0.70
H (22.1297, -3.9130, 5.6257)  0.05
F (22.1808, -5.9660, 4.7908)  0.06
H (24.5882, -3.9023, 1.1739)  0.12
H (21.3409, -8.9897, 6.1097)  0.07
H (23.6332, -10.7659, 2.5470)  0.08
H (28.3889, -4.3658, 1.7874)  0.11
H (26.3721, -4.8914, 0.3411)  0.11
C (27.1596, -2.6159, 1.5062)  -0.18
O (20.5635, -10.0166, 2.2953)  -0.06
N (22.4736, -8.7008, 2.2631)  0.17
H (23.4549, -8.7215, 2.5304)  0.05
H (23.6136, -5.4115, 6.0477)  0.05
C (25.0201, -8.7345, 4.6316)  -0.63
H (21.7189, -6.8899, 6.9462)  0.05
H (26.1041, -2.3523, 1.4200)  0.10
H (18.1330, -2.4783, 3.8643)  0.10
H (27.1581, -0.2771, 0.4574)  0.08
N (16.5983, -3.2654, 2.2966)  0.14
O (18.2249, -4.8386, 1.7484)  -0.03
H (22.0195, -7.8790, 1.9111)  0.08
O (18.4991, -9.8400, 5.1959)  0.00
O (24.9961, -9.1536, 3.4609)  0.00
H (22.1900, -11.8223, 2.3665)  0.11
C (21.2791, -5.7124, 8.5690)  -0.68
H (22.8759, -2.2990, 5.6918)  0.12
Rb (18.3457, -7.9095, 2.1602)  0.96
C (17.8310, -3.8591, 2.3718)  -0.65
H (20.6431, -8.9170, 4.4239)  0.06
C (27.4867, -1.0100, -0.2776)  -0.12
H (23.9046, -6.6741, -2.1670)  0.09
H (22.6947, -7.0002, -0.9427)  0.08
H (28.3781, -0.7453, -0.8489)  0.08
C (24.1668, -5.9094, 1.0744)  -0.20
N (24.3518, -4.8549, 6.4469)  0.17
H (21.0316, -5.3155, 6.7349)  0.04
O (27.7798, -2.3099, 0.2135)  -0.21
H (24.7903, -4.6507, 2.7900)  0.13
H (19.3769, -3.6921, 3.6108)  0.07
N (19.4693, -9.9044, 7.2106)  0.16
C (21.7859, -9.8772, 2.3126)  -0.67
C (24.9649, -4.7773, 1.7222)  -0.20
H (26.7396, -1.1239, -1.0708)  0.08
H (27.2440, -4.1698, 3.0262)  0.11
H (24.2914, -7.6678, -0.8087)  0.09
N (26.3340, -4.9686, 1.3504)  -0.07
H (26.2707, -8.1122, 6.1304)  0.10
F (20.5820, -6.8530, 3.3461)  0.04
H (16.2449, -2.7606, 3.0816)  0.09
N (18.5779, -3.1670, 3.2947)  0.17
O (24.9078, -2.6434, 6.4904)  0.00
H (24.5857, -6.8926, 1.3162)  0.11
H (25.1987, -5.1813, 6.8685)  0.11
H (27.5864, -1.9143, 2.2268)  0.11
N (21.7279, -6.8210, 7.9485)  0.15
N (23.9485, -8.2742, 5.3027)  0.18
O (24.1483, -5.6519, -0.3420)  -0.19
F (21.5054, -4.8397, 2.8821)  0.12
N (22.9267, -3.3073, 5.6271)  0.17
C (23.7552, -6.7528, -1.0904)  -0.14
N (20.6056, -8.9810, 5.4283)  0.19
N (26.1596, -8.7677, 5.3807)  0.17
F (20.1344, -4.9349, 4.6920)  0.07
O (21.1626, -5.5220, 9.7716)  0.03
C (27.3433, -4.0982, 1.9404)  -0.18

=====

(2)
Here is a 4-piece molecular cluster, C12H39BN3O6P overall at a distorted geometry from the OMol25 dataset. Energies are from ωB97M-V/def2-TZVPD.

Values from the calculation:
E_HOMO: -9.188 eV
E_LUMO: 0.548 eV
Kohn-Sham gap: 9.737 eV
Energy relative to the best compared isomer or geometry (same formula, charge and spin): 15.1 kcal/mol
Strongest force on any atom: 0.03268 Eh/bohr

Each line ends with the natural charge from an NBO analysis.
Positions of all 62 atoms, in Å:
C (2.0028, 4.0470, 2.2333)  -0.25
H (-3.3265, 5.5602, 5.4283)  0.20
B (2.4723, -0.9004, -2.4049)  1.31
C (-2.8462, 5.9448, 4.5257)  -0.61
N (0.4812, -6.0430, -1.7071)  -0.82
H (-1.2395, 1.9678, 4.2273)  0.19
C (0.3514, 1.6056, 0.9239)  -0.62
H (-4.4700, 5.8534, 3.1592)  0.19
H (0.5019, -0.9045, -3.7743)  -0.04
C (-1.7897, 2.9056, 4.3212)  -0.25
H (-4.2630, 3.5785, 4.2717)  0.16
N (2.6138, 0.9063, 0.3718)  -0.84
H (2.9620, 1.8496, 0.2090)  0.36
H (2.9689, 1.0713, 3.1369)  0.18
C (2.2055, 1.7129, 2.6884)  -0.07
H (-1.1279, -5.3121, -4.6590)  0.17
H (0.1330, -5.2507, -1.1741)  0.35
H (-4.4167, 3.5851, 2.5225)  0.18
H (2.0231, -4.4376, -5.6785)  0.18
H (-3.1585, 5.4385, 1.2616)  0.35
O (-2.5897, 3.0577, 3.1625)  -0.55
H (-1.7808, 5.7214, 4.5833)  0.20
H (2.0176, -5.9656, -4.8035)  0.17
H (-0.5355, -7.7128, -4.4758)  0.20
O (0.7088, -4.5086, -4.1260)  -0.55
N (-2.6763, 5.7309, 2.1070)  -0.82
H (-1.8457, 5.1446, 2.1267)  0.35
H (3.2895, 0.6866, -1.8513)  0.50
O (3.2244, 0.2553, -2.7054)  -0.94
C (-3.4943, 5.3710, 3.2700)  -0.08
H (-0.3431, 1.8385, 1.7350)  0.21
H (2.5704, 4.9444, 2.4819)  0.19
H (-2.9433, 7.0311, 4.5352)  0.22
H (1.0753, -7.5891, -3.7550)  0.20
P (-0.1295, -1.1785, -2.5255)  0.83
H (-1.3014, -1.6230, -3.2513)  -0.16
C (0.0074, -7.5771, -3.5374)  -0.61
O (2.8635, 2.9338, 2.3980)  -0.55
H (-1.0559, 3.7127, 4.3858)  0.16
H (0.6786, -5.5668, -5.9259)  0.17
H (-0.1494, 0.9110, 0.2492)  0.22
H (1.3974, -0.0370, 1.7723)  0.19
H (0.0040, -2.4890, -1.9633)  -0.02
C (-0.4281, -6.2983, -2.8295)  -0.08
H (1.4347, 1.8658, 3.4547)  0.16
C (1.6359, 0.9840, 1.4592)  -0.08
C (-3.7473, 3.8550, 3.3436)  -0.07
H (-2.3897, 2.8665, 5.2341)  0.17
H (-1.4272, -6.4778, -2.4210)  0.19
O (1.3005, -0.7010, -1.6646)  -1.05
H (-1.0743, -4.2935, -3.2294)  0.18
H (1.1329, 3.9910, 2.8945)  0.16
H (2.8087, -2.3239, -3.7269)  0.50
H (-0.1975, -8.4433, -2.9071)  0.22
H (1.6800, 4.1370, 1.1939)  0.17
H (0.5325, 2.5195, 0.3576)  0.20
H (-0.8957, -0.2313, -1.7897)  0.00
H (3.4339, 0.4017, 0.7020)  0.35
H (1.3584, -5.7054, -2.0956)  0.36
O (2.9308, -2.1663, -2.7947)  -0.94
C (-0.5363, -5.0814, -3.7641)  -0.07
C (1.3782, -5.1680, -5.1866)  -0.25